Arrangement w

Molecular formula: C7H14O
Method: DFT, ωB97M-V/def2-TZVPD

Results
LUMO level: 0.966 eV
Structure (SMILES): C=C/C=C/CCC.O

Cartesian coordinates (Å):
C  0.39155  -2.53718  -2.15570
C  0.22138  -2.43304  -0.67915
C  -1.03716  -1.54767  -0.33793
C  -0.55745  -0.34695  0.30678
C  -1.38147  0.59720  0.84811
C  -0.74168  1.85971  1.24628
C  0.10814  1.84972  2.28030
H  0.51421  -1.55753  -2.52661
H  -0.34889  -2.91531  -2.77769
H  1.26048  -3.15304  -2.53119
H  1.11261  -2.06024  0.01326
H  0.12476  -3.43515  -0.14753
H  -1.84792  -2.12822  0.30942
H  -1.67053  -1.53461  -1.32401
H  0.57625  -0.22478  0.23773
H  -2.39864  0.29813  0.98930
H  -1.28240  2.74129  0.89850
H  0.46014  0.91091  2.64530
H  0.58568  2.73038  2.63993
H  1.97592  3.47728  -0.59001
H  1.86260  1.94801  -0.21513
O  2.16482  2.56642  -0.83183

natural (NBO) charges, unit e, in atom order:
1. C -0.625
2. C -0.397
3. C -0.467
4. C -0.179
5. C -0.228
6. C -0.206
7. C -0.389
8. H 0.207
9. H 0.214
10. H 0.211
11. H 0.202
12. H 0.204
13. H 0.217
14. H 0.225
15. H 0.194
16. H 0.215
17. H 0.210
18. H 0.196
19. H 0.195
20. H 0.476
21. H 0.476
22. O -0.951

---

Arrangement x

Molecular formula: C7H14O
Method: DFT, ωB97M-V/def2-TZVPD

Results
LUMO level: 0.884 eV
Structure (SMILES): C=C/C=C(/C)CC.O

Cartesian coordinates (Å):
C  1.32742  3.10826  -0.01488
C  0.24586  2.13895  0.40024
C  0.06080  0.88122  -0.47460
C  -0.47113  -0.22404  0.04274
C  -0.83361  -0.40870  1.48210
C  -1.92818  0.10169  2.03672
C  0.51919  0.87609  -1.91190
H  1.35148  3.33131  -1.08919
H  2.30057  2.70509  0.26517
H  1.20113  4.11838  0.35479
H  0.41538  1.77813  1.41447
H  -0.75125  2.58304  0.38142
H  -0.53748  -1.17455  -0.48333
H  -0.15384  -1.05001  2.03324
H  -2.18790  -0.06149  3.07612
H  -2.53621  0.71552  1.39995
H  -0.30545  0.68786  -2.58801
H  1.25126  0.09986  -2.10391
H  1.00227  1.79786  -2.20438
H  0.33698  -6.21598  -0.90479
H  1.47577  -5.21604  -1.10475
O  0.50374  -5.27882  -1.05948

natural (NBO) charges, unit e, in atom order:
1. C -0.611
2. C -0.445
3. C 0.050
4. C -0.261
5. C -0.198
6. C -0.397
7. C -0.652
8. H 0.201
9. H 0.207
10. H 0.216
11. H 0.223
12. H 0.214
13. H 0.208
14. H 0.198
15. H 0.200
16. H 0.193
17. H 0.223
18. H 0.221
19. H 0.210
20. H 0.468
21. H 0.468
22. O -0.936

---

Quick one: least stable of them? arrangement w

---

Arrangement w

Molecular formula: C7H14O
Method: DFT, ωB97M-V/def2-TZVPD

Results
LUMO level: 0.841 eV
Structure (SMILES): C=C/C=C/CCC.O

Cartesian coordinates (Å):
C  0.36325  2.45307  1.68592
C  -0.06489  2.54512  0.22540
C  -1.11754  1.49294  -0.06850
C  -0.57478  0.09634  -0.28240
C  -0.52583  -0.58053  -1.42329
C  0.08166  -1.89391  -1.56667
C  -0.12660  -2.99848  -0.86514
H  -0.52420  2.75780  2.24970
H  1.32382  2.92464  1.93848
H  0.70937  1.42664  1.91831
H  0.79912  2.54302  -0.45053
H  -0.64136  3.48212  0.09004
H  -1.72439  1.74879  -0.96079
H  -1.90569  1.41800  0.69898
H  -0.15341  -0.34008  0.65378
H  -0.90553  -0.19926  -2.38559
H  0.87704  -1.85708  -2.32469
H  -0.84396  -3.02929  -0.06001
H  0.33827  -3.98481  -0.97282
H  2.23866  -1.10369  1.65861
H  1.49264  -1.68762  0.49875
O  1.34720  -1.37686  1.40885

natural (NBO) charges, unit e, in atom order:
1. C -0.622
2. C -0.395
3. C -0.436
4. C -0.156
5. C -0.268
6. C -0.217
7. C -0.402
8. H 0.209
9. H 0.212
10. H 0.208
11. H 0.206
12. H 0.200
13. H 0.200
14. H 0.211
15. H 0.234
16. H 0.204
17. H 0.197
18. H 0.197
19. H 0.205
20. H 0.469
21. H 0.482
22. O -0.941

---

Arrangement x

Molecular formula: C7H14O
Method: DFT, ωB97M-V/def2-TZVPD

Results
LUMO level: 0.974 eV
Structure (SMILES): C=C/C=C/CCC.O

Cartesian coordinates (Å):
C  -1.55689  -1.75411  1.83134
C  -0.84830  -0.45101  2.34682
C  -1.01416  0.71677  1.39065
C  -0.17250  0.57168  0.14754
C  0.03308  1.49863  -0.77070
C  0.95177  1.40017  -1.93359
C  2.26616  1.32966  -1.84454
H  -1.78845  -1.70827  0.76524
H  -2.49909  -1.86643  2.36081
H  -0.87772  -2.58373  1.95417
H  0.19563  -0.72531  2.50963
H  -1.29801  -0.18804  3.30466
H  -0.68384  1.63054  1.87573
H  -2.05575  0.83220  1.08812
H  0.39377  -0.34768  0.03930
H  -0.42413  2.47986  -0.74195
H  0.47345  1.51275  -2.90832
H  2.84460  1.25411  -0.92814
H  2.87695  1.30609  -2.73741
H  1.21522  -1.68812  -3.34500
H  0.81302  -1.22823  -1.97074
O  1.15517  -1.99155  -2.43360

natural (NBO) charges, unit e, in atom order:
1. C -0.616
2. C -0.389
3. C -0.444
4. C -0.162
5. C -0.234
6. C -0.232
7. C -0.370
8. H 0.204
9. H 0.208
10. H 0.211
11. H 0.200
12. H 0.205
13. H 0.216
14. H 0.214
15. H 0.188
16. H 0.201
17. H 0.203
18. H 0.201
19. H 0.195
20. H 0.466
21. H 0.471
22. O -0.935

---

Quick one: least stable of them? arrangement w

---

Arrangement w

Molecular formula: C7H14O
Method: DFT, ωB97M-V/def2-TZVPD

Results
LUMO level: 0.891 eV
Structure (SMILES): C/C=C/C=C/CC.O

Cartesian coordinates (Å):
C  -0.06355  -3.91138  0.04325
C  0.35424  -2.44282  0.63611
C  -0.46608  -1.36053  0.04083
C  0.10590  -0.25144  -0.46755
C  -0.74892  0.95600  -0.75099
C  -1.22073  1.77353  0.19129
C  -2.32686  2.59522  0.15231
H  -1.21790  -3.94081  0.25607
H  -0.01233  -3.99377  -1.07012
H  0.25153  -4.73874  0.69699
H  1.44986  -2.43871  0.42103
H  0.23381  -2.56884  1.67976
H  -1.51873  -1.48184  0.11958
H  1.07104  -0.05059  -0.85485
H  -1.25365  0.84142  -1.66665
H  -0.65878  1.75393  1.09695
H  -2.81508  2.69122  -0.76781
H  -2.08601  3.66433  0.22455
H  -3.09586  2.30172  0.96420
H  4.56855  4.04278  0.35186
H  5.11993  3.23094  -0.98400
O  4.32962  3.32837  -0.31282

natural (NBO) charges, unit e, in atom order:
1. C -0.618
2. C -0.425
3. C -0.184
4. C -0.205
5. C -0.223
6. C -0.170
7. C -0.645
8. H 0.184
9. H 0.216
10. H 0.215
11. H 0.207
12. H 0.209
13. H 0.201
14. H 0.210
15. H 0.186
16. H 0.189
17. H 0.215
18. H 0.219
19. H 0.220
20. H 0.476
21. H 0.477
22. O -0.953

---

Arrangement x

Molecular formula: C7H14O
Method: DFT, ωB97M-V/def2-TZVPD

Results
LUMO level: 0.964 eV

Cartesian coordinates (Å):
C  0.20661  0.83593  0.02803
C  -1.25710  1.41515  -0.14291
C  -1.89055  0.15399  0.18931
C  -1.43238  -1.27686  -0.21360
C  1.17399  -1.45857  -0.31979
C  2.02530  -0.17879  0.26683
C  1.67839  1.23332  -0.21427
H  0.08358  0.02960  -0.80975
H  0.31248  0.55477  1.17532
H  -1.45592  2.28129  0.46013
H  -1.86092  1.71381  -1.07502
H  -3.10526  0.28029  -0.01603
H  -1.98589  0.13299  1.41366
H  -1.40225  -1.51355  -1.30809
H  -2.15546  -2.00069  0.14038
H  1.55999  -2.35100  0.05426
H  1.17373  -1.31708  -1.41005
H  3.17657  -0.45269  0.24283
H  1.33134  -0.27421  1.50563
H  2.26138  1.83079  -1.06417
H  1.60464  2.14272  0.79180
O  -0.04228  -1.78118  0.30548

natural (NBO) charges, unit e, in atom order:
1. C -0.410
2. C -0.455
3. C -0.418
4. C -0.091
5. C -0.093
6. C -0.412
7. C -0.454
8. H 0.204
9. H 0.220
10. H 0.214
11. H 0.209
12. H 0.216
13. H 0.204
14. H 0.181
15. H 0.212
16. H 0.217
17. H 0.166
18. H 0.220
19. H 0.193
20. H 0.264
21. H 0.187
22. O -0.575

---

Arrangement y

Molecular formula: C7H14O
Method: DFT, ωB97M-V/def2-TZVPD

Results
LUMO level: 0.933 eV
Structure (SMILES): C=C(C)CCCCO

Cartesian coordinates (Å):
C  -1.08637  1.27871  1.45517
O  -1.02326  2.37854  2.36698
C  0.21622  0.51575  1.30533
C  0.09619  -0.98096  1.11256
C  -0.46638  -1.33416  -0.28211
C  1.54803  -1.43852  -1.78091
C  0.43531  -0.84349  -1.37603
C  0.06055  0.48861  -2.01231
H  -1.80314  0.59547  1.92811
H  -1.47099  1.60128  0.51070
H  -0.29580  2.94324  2.07908
H  0.85210  0.94509  0.55991
H  0.81135  0.65734  2.19890
H  1.06905  -1.41943  1.32366
H  -0.61659  -1.34483  1.83150
H  -0.80104  -2.35800  -0.28261
H  -1.39817  -0.75843  -0.31702
H  1.87057  -2.43102  -1.47651
H  2.14859  -0.98447  -2.55847
H  0.78017  1.23666  -1.70674
H  0.03856  0.47291  -3.09925
H  -0.96495  0.77970  -1.77992

natural (NBO) charges, unit e, in atom order:
1. C -0.064
2. O -0.712
3. C -0.443
4. C -0.365
5. C -0.445
6. C -0.411
7. C 0.027
8. C -0.655
9. H 0.171
10. H 0.161
11. H 0.459
12. H 0.197
13. H 0.215
14. H 0.208
15. H 0.198
16. H 0.223
17. H 0.197
18. H 0.197
19. H 0.192
20. H 0.219
21. H 0.223
22. H 0.208

---

Arrangement z

Molecular formula: C7H14O
Method: DFT, ωB97M-V/def2-TZVPD

Results
LUMO level: -0.293 eV

Cartesian coordinates (Å):
C  -1.80388  -1.53953  1.28145
C  -0.28460  -1.43557  0.69323
C  0.34340  -0.47785  0.08332
C  1.96111  -0.84843  -0.17876
C  -0.00886  0.87852  -0.42432
C  -0.86892  0.73068  -1.67167
C  0.03353  1.55485  1.06227
H  -1.40789  -1.04102  2.39538
H  -2.63353  -0.95703  0.42296
H  -2.30064  -2.67136  1.30041
H  0.11986  -2.60054  0.87603
H  2.47637  -1.90219  0.01516
H  2.18631  -0.89461  -1.26667
H  2.59279  -0.07982  0.33924
H  -1.40068  1.85940  -1.65522
H  0.04535  0.73695  -2.62589
H  -1.73753  -0.30773  -1.72561
H  0.78221  2.75614  0.90454
H  -1.21699  1.86547  1.28517
H  0.97404  0.71247  1.66913
H  0.84423  2.15266  -2.03918
O  1.30433  1.50857  -0.74095

natural (NBO) charges, unit e, in atom order:
1. C -0.692
2. C -0.234
3. C -0.041
4. C -0.625
5. C 0.082
6. C -0.651
7. C -0.667
8. H 0.255
9. H 0.205
10. H 0.235
11. H 0.212
12. H 0.217
13. H 0.213
14. H 0.217
15. H 0.231
16. H 0.245
17. H 0.277
18. H 0.250
19. H 0.248
20. H 0.295
21. H 0.406
22. O -0.677

---

Quick one: least stable of them? arrangement z